[1]
Density functional theory data (ωB97M-V/def2-TZVPD) for C32H44CuIN2O6SSbSe as an isolated structure in a non-equilibrium geometry.

Geometry as ORCA input:
```
! RIJCOSX wB97M-V def2-TZVPD def2/J DEFGRID3
* xyz -2 2
Cu 13.09 10.16 10.91
C 14.93 12.26 7.12
C 13.94 11.11 7.00
N 13.86 10.52 5.85
C 13.09 9.44 5.69
C 12.21 8.91 6.67
C 11.52 7.57 6.47
O 11.68 6.75 7.62
C 12.17 9.64 7.87
C 11.06 9.40 8.80
N 10.96 10.10 9.86
C 9.77 10.09 10.61
C 9.86 9.68 11.98
C 8.75 9.51 12.75
C 7.49 9.81 12.14
C 7.37 10.42 10.90
C 8.59 10.71 10.22
I 8.39 11.78 8.40
C 13.12 10.63 8.10
O 13.21 11.21 9.25
H 15.47 12.22 8.07
H 14.44 13.25 6.87
H 15.71 12.17 6.36
H 13.12 8.95 4.73
H 11.91 7.04 5.62
H 10.45 7.82 6.30
H 12.50 6.88 8.06
H 10.26 8.73 8.46
H 10.88 9.65 12.38
H 8.84 9.28 13.80
H 6.59 9.67 12.72
H 6.37 10.80 10.61
O 14.25 11.77 13.94
S 13.24 10.89 13.41
O 13.75 9.58 12.81
O 12.52 11.49 12.15
O 12.28 10.58 14.47
C 7.45 16.29 14.20
C 8.39 16.60 13.02
C 9.60 17.41 13.38
Sb 8.91 14.64 11.98
C 10.06 13.62 13.61
C 9.31 13.11 14.88
C 11.38 14.27 14.00
C 10.81 15.22 11.05
C 10.80 16.11 9.83
C 11.42 13.85 10.60
H 7.11 17.23 14.64
H 8.03 15.84 14.91
H 6.64 15.63 13.82
H 7.85 17.13 12.27
H 10.32 16.84 13.94
H 9.21 18.27 14.01
H 10.09 17.94 12.48
H 10.35 12.81 13.00
H 9.20 13.92 15.69
H 9.94 12.31 15.28
H 8.32 12.72 14.67
H 11.43 15.26 14.42
H 12.08 14.24 13.18
H 11.87 13.72 14.77
H 11.31 15.67 11.89
H 10.00 15.83 9.14
H 11.80 16.01 9.30
H 10.61 17.14 10.04
H 10.85 13.50 9.75
H 11.38 13.10 11.38
H 12.43 13.94 10.26
C 18.63 7.35 13.90
C 17.49 7.56 12.90
C 17.43 8.67 12.06
C 16.37 8.81 11.19
C 16.45 9.97 10.18
C 15.32 7.87 11.16
Se 13.90 8.09 9.94
C 15.32 6.86 12.11
C 14.12 6.03 12.35
C 16.46 6.65 12.94
H 18.30 7.26 14.99
H 19.38 8.18 13.88
H 19.21 6.50 13.58
H 18.22 9.39 12.02
H 17.35 10.62 10.22
H 15.57 10.51 10.50
H 16.26 9.59 9.16
H 14.26 5.23 13.10
H 13.65 5.75 11.40
H 13.34 6.74 12.77
H 16.43 5.85 13.62
*
```

Computed properties:
* ΔE to the lowest compared entry with this formula, charge and spin: 0.0 kJ/mol
* DFT total energy: -6784.77695 a.u.
* Kohn-Sham gap (spin up / spin down): 5.80 / 5.88 eV
* max |F|: 0.057 Eh/bohr
* expectation value of S²: 0.754

---

[2]
Density functional theory data (ωB97M-V/def2-TZVPD) for C32H44N5O4RuSb as an isolated structure in a non-equilibrium geometry.

Geometry as ORCA input:
```
! RIJCOSX wB97M-V def2-TZVPD def2/J DEFGRID3
* xyz 1 6
Ru 1.08 0.22 1.74
O -0.87 1.87 5.25
C -0.40 1.18 4.37
O 0.03 1.58 3.24
C -0.29 -0.34 4.60
C -0.90 -0.92 5.71
C -0.77 -2.28 5.90
C -0.04 -3.02 4.98
C 0.52 -2.36 3.89
N 0.39 -1.05 3.71
H -1.45 -0.27 6.38
H -1.22 -2.76 6.76
H 0.09 -4.08 5.09
H 1.09 -2.90 3.15
N 3.14 0.55 3.16
C 4.34 0.77 2.38
C 4.11 0.37 0.85
O 5.07 0.03 0.21
O 2.91 0.48 0.46
H 2.89 1.35 3.74
H 3.21 -0.28 3.73
H 5.19 0.19 2.73
H 4.61 1.83 2.35
C -2.70 1.68 0.62
C -1.92 2.97 0.45
C -1.82 3.70 1.78
C -2.52 3.86 -0.61
Sb 0.22 2.26 -0.09
C 1.63 4.04 0.21
C 0.98 5.32 -0.28
C 1.87 4.06 1.71
C 2.93 3.78 -0.53
C 0.26 1.57 -2.30
C -0.39 0.19 -2.31
C -0.50 2.54 -3.18
C 1.71 1.45 -2.73
H -3.69 1.89 1.02
H -2.19 1.02 1.33
H -2.82 1.16 -0.33
H -2.82 3.82 2.19
H -1.40 4.69 1.66
H -1.23 3.14 2.50
H -3.46 4.26 -0.24
H -2.73 3.32 -1.53
H -1.87 4.70 -0.85
H 0.08 5.56 0.28
H 0.73 5.25 -1.34
H 1.69 6.14 -0.16
H 0.97 4.31 2.27
H 2.63 4.81 1.95
H 2.22 3.08 2.05
H 2.81 3.95 -1.60
H 3.29 2.76 -0.37
H 3.69 4.46 -0.17
H -1.42 0.23 -1.95
H 0.19 -0.49 -1.68
H -0.40 -0.20 -3.32
H -1.57 2.46 -3.03
H -0.29 2.31 -4.23
H -0.20 3.57 -3.00
H 2.31 0.95 -1.97
H 2.14 2.43 -2.93
H 1.78 0.86 -3.64
N -2.42 -4.39 -2.54
C -2.50 -5.30 -3.56
C -3.56 -5.77 -4.32
C -3.25 -6.69 -5.30
C -1.94 -7.15 -5.51
C -0.89 -6.69 -4.75
C -1.16 -5.74 -3.77
N -0.33 -5.09 -2.91
C -1.09 -4.30 -2.19
C -0.58 -3.41 -1.18
C 0.80 -3.22 -1.06
C 1.29 -2.38 -0.08
N 0.49 -1.75 0.79
C -0.83 -1.93 0.68
C -1.41 -2.72 -0.29
H -3.20 -3.89 -2.14
H -4.57 -5.44 -4.16
H -4.04 -7.07 -5.93
H -1.77 -7.89 -6.27
H 0.12 -7.05 -4.90
H 1.46 -3.74 -1.73
H 2.35 -2.20 0.03
H -1.44 -1.43 1.43
H -2.48 -2.82 -0.31
*
```

Computed properties:
* DFT total energy: -2155.42298 a.u.
* Kohn-Sham gap (spin up / spin down): 7.37 / 6.02 eV
* max |F|: 0.058 Eh/bohr
* expectation value of S²: 8.760

---

- What is the formula in the second record?
  C32H44N5O4RuSb

---

- What is the max |F| in the second record?
  0.058 Eh/bohr

---

- Which value of DFT total energy does entry 1 give?
  -6784.77695 a.u.